{
  "formula": "C28H33Cl2HfN9O7S2",
  "method": "ωB97M-V with the def2-TZVPD basis set",
  "gap_ev": 7.65,
  "spin_multiplicity": 1,
  "total_energy_ev": -105345.8963,
  "lumo_ev": 0.29,
  "relative_energy_ev": 0.244,
  "species": ["Hf", "N", "C", "S", "N", "N", "C", "C", "C", "C", "C", "C", "C", "O", "H", "H", "H", "H", "H", "H", "H", "N", "C", "C", "C", "C", "N", "C", "N", "N", "C", "O", "O", "H", "H", "H", "H", "H", "H", "H", "H", "H", "H", "H", "H", "H", "H", "C", "C", "C", "C", "C", "C", "C", "S", "O", "O", "N", "C", "C", "C", "C", "C", "N", "H", "H", "H", "H", "H", "H", "H", "H", "H", "H", "H", "Cl", "C", "Cl", "C", "O", "O", "H"],
  "xyz": [[-0.150, 0.006, -0.184], [2.041, 1.823, -3.803], [1.361, 1.694, -2.618], [2.190, 0.933, -1.288], [0.148, 2.159, -2.598], [-0.443, 1.926, -1.366], [-1.308, 2.785, -0.983], [-1.806, 2.800, 0.384], [-2.966, 3.507, 0.705], [-3.411, 3.591, 2.007], [-2.664, 2.977, 3.014], [-1.500, 2.296, 2.721], [-1.052, 2.179, 1.402], [0.076, 1.521, 1.119], [3.044, 1.781, -3.739], [1.659, 2.500, -4.445], [-1.606, 3.578, -1.667], [-3.519, 3.990, -0.094], [-4.317, 4.130, 2.245], [-3.000, 3.034, 4.042], [-0.921, 1.815, 3.498], [1.503, -0.845, 1.240], [0.955, -2.008, 1.965], [1.907, -2.618, 3.004], [2.387, -4.033, 2.642], [1.408, -5.134, 3.068], [0.010, -4.773, 2.858], [-0.739, -5.105, 1.824], [-1.971, -4.596, 1.729], [-0.309, -6.005, 0.907], [-0.431, -1.610, 2.502], [-0.926, -2.282, 3.427], [-0.988, -0.673, 1.878], [2.345, -1.122, 0.734], [1.727, -0.091, 1.885], [0.739, -2.756, 1.196], [1.421, -2.621, 3.983], [2.778, -1.967, 3.093], [3.333, -4.234, 3.148], [2.580, -4.088, 1.568], [1.522, -5.325, 4.136], [1.612, -6.074, 2.558], [-0.323, -3.928, 3.353], [-2.184, -3.798, 2.321], [-2.424, -4.596, 0.829], [0.661, -5.909, 0.641], [-0.906, -6.096, 0.100], [4.662, -4.779, -6.359], [3.963, -4.302, -5.114], [4.440, -3.207, -4.401], [3.813, -2.782, -3.238], [2.694, -3.461, -2.791], [2.200, -4.564, -3.479], [2.835, -4.973, -4.638], [1.916, -2.934, -1.299], [2.977, -2.407, -0.467], [1.248, -4.117, -0.778], [0.861, -1.774, -1.551], [0.154, -1.462, -2.688], [0.348, -1.839, -4.032], [-0.525, -1.367, -4.984], [-1.573, -0.515, -4.637], [-1.659, -0.138, -3.322], [-0.831, -0.598, -2.387], [5.324, -4.013, -6.762], [3.943, -5.056, -7.130], [5.266, -5.663, -6.142], [5.315, -2.678, -4.758], [4.178, -1.928, -2.682], [1.325, -5.079, -3.107], [2.452, -5.826, -5.185], [1.173, -2.459, -4.329], [-0.377, -1.652, -6.019], [-2.266, -0.129, -5.370], [-2.405, 0.568, -2.974], [-4.331, -1.813, 1.710], [-3.971, -1.684, -0.023], [-4.239, -3.232, -0.849], [-2.532, -1.197, -0.178], [-2.380, 0.057, -0.252], [-1.584, -1.995, -0.215], [-4.655, -0.961, -0.448]],
  "lowdin_charge": [1.6386, 0.0593, -0.8713, 0.6296, -0.0077, -0.1594, -0.0615, -0.1689, -0.0465, -0.0974, -0.0757, -0.0077, -0.3431, -0.2607, 0.0661, 0.0875, 0.1351, 0.1108, 0.0956, 0.1022, 0.1183, -0.0236, -0.2679, -0.1167, -0.1560, -0.1459, 0.1016, -0.4303, 0.2218, 0.1939, -0.5749, -0.0150, -0.0839, 0.0424, 0.1148, 0.1116, 0.1189, 0.1207, 0.1146, 0.0921, 0.1243, 0.1152, 0.1088, 0.0873, 0.0747, 0.0892, 0.1160, -0.0478, -0.2647, -0.0246, -0.0370, -0.3062, -0.0686, -0.0340, 0.6081, -0.3311, -0.3330, -0.2106, -0.3714, 0.0117, -0.0536, -0.0610, -0.1231, -0.0060, 0.0760, 0.0800, 0.0862, 0.1152, 0.1180, 0.1146, 0.1164, 0.0873, 0.1100, 0.1013, 0.1191, 0.6550, -0.9695, 0.6145, -0.7719, -0.0831, -0.0611, 0.0683]
}

---

{
  "formula": "C3H8N3S",
  "method": "ωB97M-V with the def2-TZVPD basis set",
  "smiles": "C[N+](=C=[NH2+])CN[S-]",
  "gap_ev": [6.89, 7.84],
  "spin_multiplicity": 1,
  "total_energy_ev": -18535.6265,
  "charge": 1,
  "lumo_ev": [-6.15, -5.48],
  "relative_energy_ev": 3.879,
  "species": ["C", "C", "C", "N", "N", "N", "S", "H", "H", "H", "H", "H", "H", "H", "H"],
  "xyz": [[-0.683, 1.057, -0.661], [1.646, 0.405, -0.354], [-0.248, -1.088, 0.511], [1.934, 1.638, 0.335], [0.101, 0.088, -0.331], [-1.971, 1.118, -0.858], [1.515, 3.122, -0.195], [1.763, 0.289, -1.470], [2.102, -0.605, 0.070], [-1.318, -0.997, 0.424], [0.087, -1.894, -0.089], [0.150, -0.869, 1.405], [1.987, 1.370, 1.333], [-2.631, 0.447, -0.586], [-2.397, 2.041, -0.880]],
  "lowdin_charge": [-0.1079, -0.1929, 0.0515, -0.5241, -0.1309, 0.1846, 0.7898, 0.1440, 0.1720, 0.0910, 0.1043, 0.0669, 0.1090, 0.1057, 0.1370]
}

---

{
  "formula": "C43H50GeIrN6O2",
  "method": "ωB97M-V with the def2-TZVPD basis set",
  "gap_ev": 8.07,
  "spin_multiplicity": 1,
  "total_energy_ev": -117789.2844,
  "charge": 1,
  "lumo_ev": -1.77,
  "species": ["Ir", "C", "N", "C", "C", "N", "C", "C", "N", "C", "C", "N", "C", "N", "C", "C", "C", "N", "C", "H", "H", "H", "H", "H", "H", "H", "H", "H", "H", "H", "H", "H", "H", "H", "H", "H", "H", "H", "H", "H", "H", "H", "H", "O", "C", "O", "C", "C", "Ge", "C", "C", "C", "C", "C", "C", "C", "C", "C", "C", "C", "C", "C", "C", "C", "C", "C", "C", "H", "H", "H", "H", "H", "H", "H", "H", "H", "H", "H", "H", "H", "H", "H", "H", "H", "H", "H", "C", "C", "C", "C", "C", "C", "C", "C", "C", "C", "H", "H", "H", "H", "H", "H", "H"],
  "xyz": [[0.994, -1.425, -0.068], [-1.812, -2.227, 1.830], [-1.901, -3.266, 0.822], [-3.075, -4.129, 0.816], [-2.746, -5.174, -0.252], [-1.379, -4.842, -0.661], [-1.016, -5.065, -2.062], [-0.925, -3.758, 0.038], [0.321, -3.323, 0.001], [1.348, -4.122, -0.692], [2.720, -3.793, -0.098], [2.797, -2.335, -0.013], [3.861, -1.598, 0.111], [3.789, -0.243, -0.037], [2.569, 0.521, 0.058], [5.045, 0.372, 0.370], [6.018, -0.788, 0.194], [5.146, -1.948, 0.359], [5.715, -3.281, 0.350], [-2.828, -1.911, 2.062], [-1.273, -1.366, 1.454], [-1.330, -2.583, 2.744], [-3.972, -3.551, 0.586], [-3.207, -4.582, 1.800], [-3.417, -5.101, -1.109], [-2.800, -6.191, 0.135], [-1.923, -5.308, -2.613], [-0.319, -5.894, -2.182], [-0.594, -4.161, -2.497], [1.369, -3.876, -1.756], [1.146, -5.187, -0.577], [3.489, -4.205, -0.752], [2.820, -4.266, 0.880], [1.765, 0.149, -0.673], [2.715, 1.482, -0.440], [2.242, 0.712, 1.075], [4.996, 0.705, 1.412], [5.279, 1.224, -0.266], [6.806, -0.797, 0.944], [6.475, -0.783, -0.801], [6.708, -3.218, 0.790], [5.816, -3.689, -0.660], [5.127, -3.958, 0.963], [0.061, -1.652, -2.124], [-0.821, -0.807, -1.761], [-0.711, -0.271, -0.581], [-2.003, -0.494, -2.625], [-2.305, 0.986, -2.879], [-1.885, 2.425, -1.606], [-2.660, 4.009, -2.454], [-3.947, 4.449, -2.140], [-4.509, 5.532, -2.801], [-3.792, 6.192, -3.789], [-2.512, 5.767, -4.114], [-1.953, 4.683, -3.450], [0.057, 2.725, -1.664], [0.841, 2.088, -2.628], [2.170, 2.444, -2.830], [2.747, 3.437, -2.050], [1.991, 4.060, -1.064], [0.660, 3.710, -0.880], [-2.701, 2.298, 0.155], [-2.871, 3.474, 0.889], [-3.560, 3.473, 2.095], [-4.097, 2.291, 2.583], [-3.944, 1.116, 1.862], [-3.255, 1.122, 0.656], [-2.853, -0.979, -2.134], [-1.847, -1.014, -3.570], [-3.362, 1.102, -3.121], [-1.776, 1.306, -3.781], [-4.519, 3.945, -1.369], [-5.508, 5.862, -2.544], [-4.229, 7.039, -4.303], [-1.948, 6.280, -4.882], [-0.946, 4.370, -3.707], [0.413, 1.320, -3.264], [2.748, 1.954, -3.605], [3.775, 3.733, -2.215], [2.433, 4.837, -0.452], [0.080, 4.234, -0.128], [-2.486, 4.413, 0.506], [-3.684, 4.396, 2.647], [-4.640, 2.286, 3.520], [-4.370, 0.193, 2.238], [-3.135, 0.194, 0.109], [-0.230, 2.007, 4.293], [-0.354, 2.019, 2.890], [0.087, 0.967, 2.139], [0.695, -0.174, 2.734], [1.189, -1.293, 1.971], [1.737, -2.332, 2.684], [1.835, -2.342, 4.094], [1.385, -1.284, 4.818], [0.807, -0.177, 4.152], [0.336, 0.929, 4.904], [-0.586, 2.847, 4.876], [-0.814, 2.864, 2.397], [-0.045, 1.011, 1.068], [2.084, -3.216, 2.182], [2.270, -3.203, 4.587], [1.457, -1.268, 5.899], [0.440, 0.897, 5.982]],
  "lowdin_charge": [1.3402, -0.0052, -0.0603, -0.0947, -0.0944, -0.0687, -0.0239, -0.3184, -0.0559, -0.1912, -0.1838, -0.0724, -0.3247, -0.0636, -0.0593, -0.0926, -0.1000, -0.0682, -0.0224, 0.0919, 0.0434, 0.1084, 0.1265, 0.1308, 0.1197, 0.1263, 0.0925, 0.0909, 0.0806, 0.1070, 0.1249, 0.1176, 0.1024, 0.0612, 0.0894, 0.0833, 0.1365, 0.1298, 0.1295, 0.1328, 0.0967, 0.0981, 0.0869, -0.0811, -0.6036, -0.1853, -0.1501, -0.2328, 1.0128, -0.2712, -0.1080, -0.0814, -0.0851, -0.0829, -0.1023, -0.2682, -0.1160, -0.0909, -0.1049, -0.0821, -0.0925, -0.2764, -0.1390, -0.0841, -0.0779, -0.0802, -0.1061, 0.1226, 0.1215, 0.0796, 0.0719, 0.0984, 0.1044, 0.1043, 0.1039, 0.0969, 0.0982, 0.1088, 0.1057, 0.1080, 0.1017, 0.1042, 0.1087, 0.1065, 0.0973, 0.0852, -0.0651, -0.0618, -0.0616, -0.1894, -0.2358, -0.1137, -0.0772, -0.0422, -0.1658, -0.0324, 0.1070, 0.0873, 0.0728, 0.0599, 0.1042, 0.1134, 0.1137]
}